The following is a quantum chemistry calculation of C18H24FN3O4 in the gas phase in a non-equilibrium geometry, from the Open Molecules 2025 dataset.

Output
- Gap between HOMO and LUMO: 8.2 eV
- Strongest force on any atom: 3.83 eV Å⁻¹
- SMILES: O=C(NCCN1CCN(/C(O)=C2/COCCO2)CC1)c1ccc(F)cc1
- M: 365.40 g mol⁻¹

Geometry as ORCA input:
```
! wB97M-V def2-TZVPD RIJCOSX def2/J DEFGRID3
* xyz 0 1
O -0.471 2.534 2.967
F 5.349 0.427 1.520
O 0.999 -2.705 -2.340
O 0.143 0.708 -1.350
O 2.715 1.181 -2.552
C -0.148 1.592 2.240
C 0.329 -1.662 -1.830
C 0.890 -0.375 -1.827
C 3.030 -0.335 1.333
C 3.605 1.887 2.109
C 1.680 0.001 1.526
C 2.256 2.190 2.293
C 4.012 0.640 1.651
C 1.274 1.282 2.015
N -1.156 0.885 1.598
N -0.963 -2.017 -1.417
N -2.915 -1.043 0.415
C 2.290 -0.208 -2.373
C 0.596 2.006 -1.791
C 2.122 2.164 -1.699
C -2.573 1.025 1.884
C -2.104 -1.245 -1.981
C -1.189 -2.713 -0.128
C -3.302 -0.325 1.664
C -2.864 -0.383 -0.894
C -2.644 -2.506 0.409
H 0.335 -3.402 -2.453
H 3.279 -1.318 0.963
H 4.352 2.641 2.279
H 0.947 -0.727 1.268
H 2.019 3.175 2.692
H -0.871 0.151 0.973
H 2.932 -0.762 -1.697
H 2.306 -0.712 -3.361
H 0.141 2.797 -1.170
H 0.318 2.178 -2.860
H 2.456 2.044 -0.671
H 2.407 3.146 -2.026
H -2.754 1.340 2.939
H -2.974 1.792 1.216
H -2.834 -1.940 -2.452
H -1.738 -0.549 -2.794
H -1.012 -3.759 -0.300
H -0.521 -2.377 0.698
H -3.014 -0.953 2.509
H -4.403 -0.205 1.692
H -3.864 -0.171 -1.251
H -2.341 0.557 -0.796
H -3.368 -3.019 -0.253
H -2.758 -2.931 1.411
*
```